A cluster of 14 separate species, C28H84O14 in total. Source: the OMol25 dataset; level of theory: ωB97M-V/def2-TZVPD.

Summary:
ΔE to the lowest compared entry with this formula, charge and spin, eV: 5.417
Kohn-Sham gap, Ha: 0.368
E_LUMO, eV: 0.360
Highest occupied orbital energy, eV: -9.65
E, Ha: -2170.28112

Each atom is followed by the atoms it is bonded to, with distances in Å.
Positions of all 126 atoms, in Å:
1 O 8.739 16.764 6.878  C33 1.401, H122 0.960
2 O 11.062 13.636 4.854  C38 1.418, H121 0.960
3 O 10.284 7.949 8.631  C34 1.369, H105 0.960
4 O 6.306 11.508 11.188  C37 1.441, H63 0.960
5 O 10.783 14.679 7.265  C25 1.443, H66 0.960
6 O 4.967 12.807 9.004  C17 1.471, H119 0.960
7 O 7.287 16.179 3.288  C40 1.538, H102 0.960
8 O 9.683 19.509 7.935  C27 1.426, H118 0.960
9 O 10.570 16.390 3.768  C28 1.451, H93 0.960
10 O 10.464 9.147 11.071  C19 1.394, H52 0.960
11 O 12.581 11.776 15.270  C39 1.400, H85 0.960
12 O 20.174 14.757 8.422  C22 1.462, H99 0.960
13 O 18.071 9.573 9.889  C32 1.413, H87 0.960
14 O 15.356 7.966 6.335  C18 1.443, H94 0.960
15 C 5.662 12.431 13.223  C37 1.551, H46 1.090, H73 1.090, H123 1.090
16 C 13.793 13.225 13.830  C39 1.456, H45 1.090, H51 1.090, H54 1.090
17 C 5.230 12.526 7.584  O6 1.471, C21 1.571, H43 1.090, H68 1.090
18 C 14.820 7.902 7.674  O14 1.443, C23 1.548, H49 1.090, H115 1.090
19 C 11.157 9.923 11.999  O10 1.394, C30 1.536, H55 1.090, H95 1.090
20 C 12.615 11.965 4.482  C38 1.524, H74 1.090, H79 1.090, H80 1.090
21 C 6.509 11.617 7.655  C17 1.571, H83 1.090, H91 1.090, H116 1.090
22 C 18.969 13.950 8.611  O12 1.462, C26 1.479, H64 1.090, H112 1.090
23 C 13.480 8.677 7.635  C18 1.548, H59 1.090, H89 1.090, H100 1.090
24 C 12.914 16.858 3.943  C28 1.519, H50 1.090, H53 1.090, H90 1.090
25 C 10.505 13.625 8.211  O5 1.443, C42 1.531, H77 1.090, H106 1.090
26 C 17.932 14.964 8.903  C22 1.479, H88 1.090, H109 1.090, H113 1.090
27 C 9.777 19.971 6.589  O8 1.426, C41 1.513, H57 1.090, H65 1.090
28 C 11.723 16.822 3.001  O9 1.451, C24 1.519, H72 1.090, H92 1.090
29 C 6.630 16.250 7.794  C33 1.512, H62 1.090, H108 1.090, H126 1.090
30 C 12.281 8.971 12.434  C19 1.536, H58 1.090, H98 1.090, H114 1.090
31 C 4.975 16.209 2.318  C40 1.566, H44 1.090, H67 1.090, H96 1.090
32 C 16.873 9.912 10.557  O13 1.413, C36 1.571, H111 1.090, H117 1.090
33 C 7.421 17.233 6.960  O1 1.401, C29 1.512, H107 1.090, H120 1.090
34 C 9.287 8.582 7.938  O3 1.369, C35 1.564, H47 1.090, H124 1.090
35 C 9.890 9.249 6.658  C34 1.564, H61 1.090, H70 1.090, H125 1.090
36 C 16.576 11.400 10.153  C32 1.571, H71 1.090, H82 1.090, H97 1.090
37 C 6.616 12.643 12.019  O4 1.441, C15 1.551, H84 1.090, H86 1.090
38 C 11.154 12.221 4.830  O2 1.418, C20 1.524, H56 1.090, H104 1.090
39 C 13.352 12.942 15.189  O11 1.400, C16 1.456, H48 1.090, H60 1.090
40 C 6.314 15.399 2.388  O7 1.538, C31 1.566, H76 1.090, H103 1.090
41 C 8.603 20.871 6.270  C27 1.513, H69 1.090, H81 1.090, H101 1.090
42 C 11.512 13.706 9.362  C25 1.531, H75 1.090, H78 1.090, H110 1.090
43 H 5.484 13.506 7.181  C17 1.090
44 H 4.609 16.111 3.340  C31 1.090
45 H 12.914 13.541 13.267  C16 1.090
46 H 5.633 13.286 13.898  C15 1.090
47 H 8.880 9.369 8.574  C34 1.090
48 H 12.744 13.769 15.556  C39 1.090
49 H 14.574 6.847 7.792  C18 1.090
50 H 12.879 17.654 4.688  C24 1.090
51 H 14.216 12.326 13.382  C16 1.090
52 H 9.576 9.031 11.415  O10 0.960
53 H 13.807 16.890 3.320  C24 1.090
54 H 14.442 14.100 13.833  C16 1.090
55 H 11.452 10.812 11.442  C19 1.090
56 H 10.504 11.654 4.164  C38 1.090
57 H 9.903 19.042 6.033  C27 1.090
58 H 13.184 9.473 12.781  C30 1.090
59 H 13.740 9.711 7.410  C23 1.090
60 H 14.109 12.910 15.973  C39 1.090
61 H 10.239 8.403 6.066  C35 1.090
62 H 7.217 15.839 8.616  C29 1.090
63 H 5.986 11.859 10.354  O4 0.960
64 H 19.180 13.258 9.426  C22 1.090
65 H 10.767 20.396 6.429  C27 1.090
66 H 10.399 15.535 7.470  O5 0.960
67 H 4.266 15.800 1.599  C31 1.090
68 H 4.336 12.106 7.122  C17 1.090
69 H 7.796 20.238 5.902  C41 1.090
70 H 10.798 9.801 6.904  C35 1.090
71 H 15.808 11.980 10.666  C36 1.090
72 H 11.656 17.794 2.511  C28 1.090
73 H 6.049 11.531 13.702  C15 1.090
74 H 13.342 12.734 4.744  C20 1.090
75 H 12.526 13.552 8.994  C42 1.090
76 H 6.119 14.346 2.587  C40 1.090
77 H 9.527 13.573 8.688  C25 1.090
78 H 11.367 14.719 9.738  C42 1.090
79 H 12.823 11.761 3.432  C20 1.090
80 H 13.020 11.148 5.079  C20 1.090
81 H 8.329 21.488 7.126  C41 1.090
82 H 17.470 12.016 10.247  C36 1.090
83 H 7.395 12.106 8.061  C21 1.090
84 H 6.401 13.577 11.498  C37 1.090
85 H 12.984 11.028 15.715  O11 0.960
86 H 7.599 12.669 12.489  C37 1.090
87 H 18.664 9.093 10.472  O13 0.960
88 H 17.800 15.786 8.199  C26 1.090
89 H 13.149 8.676 8.673  C23 1.090
90 H 12.987 15.975 4.578  C24 1.090
91 H 6.448 10.766 8.334  C21 1.090
92 H 11.922 16.149 2.166  C28 1.090
93 H 10.550 15.432 3.836  O9 0.960
94 H 16.251 8.290 6.464  O14 0.960
95 H 10.500 10.148 12.840  C19 1.090
96 H 5.123 17.286 2.243  C31 1.090
97 H 16.307 11.438 9.097  C36 1.090
98 H 11.793 8.293 13.134  C30 1.090
99 H 20.146 15.242 7.594  O12 0.960
100 H 12.751 8.247 6.949  C23 1.090
101 H 8.890 21.444 5.388  C41 1.090
102 H 8.045 15.628 3.496  O7 0.960
103 H 6.872 15.231 1.467  C40 1.090
104 H 10.956 11.822 5.825  C38 1.090
105 H 10.364 8.314 9.515  O3 0.960
106 H 10.521 12.707 7.623  C25 1.090
107 H 7.300 18.228 7.387  C33 1.090
108 H 5.773 16.775 8.214  C29 1.090
109 H 18.090 15.476 9.852  C26 1.090
110 H 11.166 12.972 10.090  C42 1.090
111 H 16.037 9.259 10.307  C32 1.090
112 H 18.743 13.432 7.679  C22 1.090
113 H 16.984 14.429 8.932  C26 1.090
114 H 12.720 8.389 11.623  C30 1.090
115 H 15.513 8.310 8.409  C18 1.090
116 H 6.768 11.223 6.672  C21 1.090
117 H 16.943 9.885 11.644  C32 1.090
118 H 9.643 18.550 7.916  O8 0.960
119 H 4.270 13.467 9.003  O6 0.960
120 H 7.044 17.237 5.938  C33 1.090
121 H 11.130 13.939 5.762  O2 0.960
122 H 9.000 16.413 6.023  O1 0.960
123 H 4.642 12.357 12.847  C15 1.090
124 H 8.518 7.851 7.691  C34 1.090
125 H 9.218 9.832 6.029  C35 1.090
126 H 6.130 15.484 7.201  C29 1.090

These are the Mulliken partial charges, in e, on atoms 1 to 8: O -0.25; O -0.49; O -0.55; O -0.49; O -0.49; O -0.55; O -0.44; O -0.60